1.
{
  "formula": "C44H38N8NaO7P",
  "method": "ωB97M-V/def2-TZVPD",
  "symbols": ["H", "C", "C", "H", "H", "H", "H", "C", "C", "C", "N", "N", "C", "C", "H", "H", "H", "N", "C", "H", "C", "O", "H", "C", "H", "C", "C", "C", "H", "H", "H", "C", "C", "C", "N", "C", "C", "H", "H", "O", "C", "C", "C", "H", "C", "H", "C", "H", "H", "H", "H", "C", "C", "C", "C", "H", "H", "H", "H", "C", "C", "C", "C", "C", "C", "C", "C", "H", "H", "P", "H", "N", "O", "H", "C", "C", "H", "Na", "O", "H", "H", "H", "O", "C", "C", "O", "H", "H", "C", "C", "N", "C", "C", "N", "H", "H", "N", "C", "O"],
  "positions_angstrom": [[2.0167, 5.8584, -3.1608], [0.3113, 4.6296, -3.6371], [-1.9582, -4.4583, 1.9076], [-1.2743, 3.2041, -3.8595], [-0.0667, 5.2859, -4.4151], [4.4441, 2.5381, 2.1472], [1.3815, 0.2699, -2.8576], [-2.6175, -6.7798, 1.6065], [-2.8670, 3.2179, 3.7381], [-1.3395, -2.0484, 2.1716], [2.3331, 0.1024, 1.2832], [0.6712, -2.7021, 0.3485], [-3.8970, 0.9530, 0.2077], [-2.4150, -1.9845, 3.1586], [2.8121, 4.3437, -1.3820], [2.1171, -1.7387, 2.1652], [4.1802, -1.9160, -2.4412], [-0.0235, -3.6446, 0.7826], [-5.4124, -2.9020, -0.0305], [-1.5361, 3.7398, 1.4448], [-4.9085, -1.5508, 0.0812], [-2.7375, 1.9556, -2.4862], [-4.1172, 0.2320, -3.3201], [-0.3690, 3.4597, -3.3275], [-1.4138, 2.9290, -0.1545], [2.1943, -0.4182, -2.6451], [-3.8548, -5.4081, 3.1268], [-2.2010, -0.3370, -2.5879], [-2.4684, -7.7374, 1.1197], [-4.6634, -5.2608, 3.8359], [4.3853, -5.4269, 0.0080], [-3.0165, -4.3160, 2.8305], [-3.8781, -1.9213, -3.2316], [-1.7893, -5.7310, 1.2995], [-5.8549, -3.9567, -0.1484], [2.6838, -0.8133, 2.1881], [-1.7940, 1.1261, -2.3995], [5.4084, -3.8999, -1.6583], [-2.9427, 3.9436, 4.5493], [1.6944, -1.2717, -1.6195], [2.9580, 1.2833, 1.2930], [3.6939, -0.6230, 3.1142], [4.3662, 0.5930, 3.1044], [2.1223, -4.8816, 0.9275], [0.0766, 2.5712, -2.3362], [3.9361, -1.4036, 3.8247], [-1.1090, -3.3360, 1.5932], [3.0646, 0.1395, -2.2923], [5.1679, 0.7855, 3.8088], [-4.3235, -7.4603, 2.7593], [-2.8332, -2.1117, 0.0631], [0.2396, 0.2128, 4.6418], [3.9890, 1.5591, 2.1915], [-5.2766, 0.7969, 0.1751], [2.4555, -2.2954, -1.2214], [-3.4579, 1.9455, 0.2336], [-3.2802, 3.6800, 2.8323], [2.4484, -1.0097, -3.5311], [-0.4099, 0.5388, 5.4630], [3.7262, -2.5764, -1.7173], [-1.7485, -2.5766, -2.4044], [1.2524, 2.9062, -1.6035], [-3.4742, -0.6051, -3.0870], [-3.6680, -6.6285, 2.5319], [-3.0039, -2.9393, -2.8723], [-5.7930, -0.4802, 0.1178], [4.4141, -3.7031, -1.2741], [1.2692, 0.1928, 4.9961], [-1.0307, -3.3362, -2.1014], [-1.2436, 1.3726, 2.8272], [-4.0088, -2.9299, 4.1709], [-1.3488, -1.3132, -2.2683], [-0.5863, 1.8773, 1.4204], [-4.8708, -2.1569, -3.5993], [2.5823, -4.2611, 0.1679], [3.8462, -4.5547, -0.3411], [-3.2902, -3.9819, -2.9366], [0.1875, 0.2263, 0.2047], [0.1965, 1.1137, 3.5543], [-2.5907, -1.0227, 3.6215], [-0.9915, -5.8499, 0.5796], [-6.8606, -0.6590, 0.0968], [3.0075, 3.5274, 0.5872], [1.8854, -3.1439, -0.2550], [2.5228, 2.3989, 0.3288], [-1.5124, 2.8553, 3.5872], [-3.5003, 2.3556, 3.9839], [-5.9231, 1.6645, 0.1776], [-3.2016, -3.0394, 3.4513], [-0.9119, 3.1305, 0.7928], [1.6897, 2.0049, -0.6153], [-3.5408, -1.2929, 0.1102], [1.4726, 4.9443, -2.9442], [-3.0403, -0.0625, 0.1911], [-0.0456, -0.7970, 4.3334], [0.0203, 3.6559, 0.5989], [-0.5147, 1.3056, -2.1566], [1.9248, 4.0935, -1.9419], [-0.6962, -1.0043, 1.8759]],
  "forces_ev_per_angstrom": [[0.0163, -0.0181, -0.0118], [0.0563, -0.0526, 0.0588], [0.1627, 0.0676, -0.0975], [-0.0272, 0.0062, 0.0031], [-0.0085, -0.0065, 0.0089], [-0.0093, -0.0013, 0.0077], [-0.0132, -0.0109, 0.0336], [-0.0535, 0.0157, 0.0382], [-0.1500, 0.0237, 0.0149], [0.0547, 0.1644, -0.1756], [0.1635, 0.1002, 0.2676], [0.4309, 0.0408, -0.2284], [0.1663, 0.0858, 0.0133], [0.0122, -0.0046, -0.0407], [-0.0191, 0.0027, 0.0083], [-0.0215, 0.0429, -0.0102], [0.0048, -0.0004, 0.0049], [-0.2842, -0.1523, 0.2796], [0.1677, 0.3646, -0.0040], [-0.0049, 0.0042, -0.0221], [-0.0576, -0.3382, -0.0307], [0.0952, 0.0066, -0.0606], [0.0109, 0.0130, 0.0108], [0.0304, -0.0492, 0.0423], [0.0087, 0.0169, 0.0013], [-0.0765, -0.0481, 0.0852], [0.0299, 0.0501, -0.0071], [0.1940, -0.0402, 0.0542], [0.0080, 0.0049, 0.0001], [0.0029, 0.0094, -0.0072], [-0.0003, 0.0035, 0.0094], [-0.0639, 0.0215, 0.0646], [0.0276, 0.0361, 0.0041], [0.0005, 0.0824, 0.0327], [-0.0402, -0.0423, 0.0173], [-0.0609, 0.0784, -0.1843], [-0.1311, 0.0473, 0.1317], [-0.0013, -0.0109, -0.0068], [0.0491, 0.0045, 0.0271], [0.1182, 0.1070, -0.0806], [-0.1678, -0.0994, -0.0796], [0.0426, 0.0486, 0.0199], [-0.0152, 0.0052, -0.0300], [0.0219, 0.0020, -0.0049], [-0.1366, -0.1970, -0.0816], [0.0153, -0.0072, -0.0084], [-0.0223, -0.2534, -0.0497], [0.0022, -0.0024, 0.0088], [0.0084, 0.0041, 0.0182], [-0.0017, 0.0017, -0.0115], [0.0070, 0.0302, 0.0129], [-0.0391, -0.0974, 0.0133], [0.0207, -0.0074, 0.0395], [-0.0642, 0.0273, -0.0090], [-0.0029, 0.0967, -0.1376], [-0.0185, -0.0603, -0.0295], [0.0625, -0.0083, 0.0096], [0.0054, -0.0013, -0.0226], [0.0109, -0.0011, 0.0010], [0.0204, -0.0780, 0.0014], [0.0494, 0.1579, 0.0377], [0.1433, -0.1276, 0.1877], [-0.1272, -0.1430, -0.0708], [0.0623, -0.0188, -0.0383], [-0.0085, 0.0177, -0.0262], [-0.1349, 0.0335, 0.0215], [-0.0496, 0.0068, 0.0371], [0.0111, 0.0146, 0.0004], [-0.0125, 0.0316, -0.0031], [0.3100, 0.4830, 0.3182], [-0.0031, -0.0150, -0.0106], [-0.0852, -0.0529, -0.0008], [-0.5172, 0.3196, 0.5656], [-0.0103, 0.0010, -0.0027], [0.0728, -0.0906, 0.0450], [-0.0617, 0.0225, -0.0115], [0.0173, 0.0128, 0.0019], [0.2701, -0.6185, -1.0007], [-0.0931, -0.0364, -0.1123], [0.0420, 0.0319, -0.0365], [-0.0105, -0.0126, 0.0148], [-0.0056, 0.0079, -0.0286], [0.0156, -0.0519, -0.0060], [-0.1633, 0.1532, 0.0686], [0.0774, -0.0308, 0.0442], [-0.1882, 0.0024, -0.0946], [0.0604, 0.0004, -0.0235], [0.0146, -0.0132, 0.0138], [-0.0438, -0.0858, 0.0086], [0.0490, -0.1226, -0.0067], [-0.0560, 0.2091, -0.2133], [0.0845, 0.1374, 0.1215], [-0.0946, -0.0929, 0.0444], [-0.2409, -0.1796, -0.0262], [-0.0031, 0.0463, -0.0260], [0.0112, 0.0030, 0.0072], [0.1945, 0.3595, -0.0738], [-0.0061, 0.0227, -0.0333], [-0.1072, -0.4102, 0.3948]],
  "lowdin_charge": [0.075, -0.143, -0.116, 0.092, 0.075, 0.102, 0.064, -0.111, -0.206, -0.384, 0.137, 0.090, -0.111, -0.025, 0.083, 0.097, 0.095, 0.077, -0.184, 0.066, -0.204, -0.069, 0.106, -0.048, 0.078, -0.062, -0.068, -0.204, 0.088, 0.100, 0.084, -0.194, -0.093, -0.040, 0.148, -0.130, -0.521, 0.089, 0.071, -0.082, -0.158, -0.087, -0.088, 0.099, -0.229, 0.090, -0.156, 0.094, 0.090, 0.083, 0.114, -0.147, -0.018, -0.044, -0.241, 0.103, 0.067, 0.090, 0.076, -0.024, -0.151, -0.223, -0.031, -0.124, -0.090, -0.030, -0.115, 0.077, 0.100, 0.913, 0.103, 0.148, -0.370, 0.097, -0.043, -0.123, 0.093, 0.204, -0.323, 0.076, 0.094, 0.113, -0.060, -0.187, -0.494, -0.360, 0.063, 0.101, -0.047, -0.062, 0.101, -0.082, -0.142, 0.142, 0.069, 0.092, 0.109, -0.042, -0.131],
  "charge": -2,
  "spin_multiplicity": 1
}

2.
{
  "formula": "C44H39AsBrGaNSSb",
  "method": "ωB97M-V/def2-TZVPD",
  "symbols": ["C", "C", "H", "H", "H", "C", "H", "C", "H", "H", "C", "H", "C", "C", "H", "H", "C", "C", "C", "H", "H", "C", "C", "C", "C", "C", "Br", "H", "H", "C", "H", "C", "S", "C", "H", "C", "H", "C", "C", "C", "H", "H", "C", "H", "H", "H", "C", "C", "C", "C", "H", "C", "C", "C", "H", "H", "H", "C", "H", "H", "N", "H", "C", "C", "C", "C", "C", "H", "H", "H", "Sb", "H", "C", "C", "H", "C", "C", "H", "H", "C", "Ga", "H", "As", "C", "H", "C", "C", "H", "H"],
  "positions_angstrom": [[2.0026, 1.3190, -4.2547], [-0.6200, -2.4511, 1.6458], [1.1044, 1.8914, -4.4656], [5.2200, -0.6805, -3.4904], [3.7640, -1.4614, 4.3476], [-4.9504, -0.4898, 3.9621], [3.8786, 3.1356, -2.2803], [0.5986, -4.8117, 2.4355], [-0.0104, -2.5973, -2.0689], [4.5845, -0.1940, -5.8217], [3.9595, 0.1489, -5.0125], [-5.3512, 0.1800, 4.7079], [3.7691, -2.5888, 2.5109], [2.5620, 3.0329, -0.5913], [-1.9119, -1.9547, -4.0635], [-4.3497, -1.6328, -4.2108], [3.3325, -2.5842, 1.1848], [-0.0451, -4.7430, 1.2114], [2.3693, 1.0557, -2.9400], [-3.0192, 2.3963, -3.8167], [1.0727, -5.7281, 2.7509], [-3.9383, -2.2302, 2.0632], [2.3450, 3.4833, 0.7178], [-2.2796, 4.2789, -3.1074], [-1.2621, 4.9311, -2.4308], [4.3254, 4.8428, 0.6027], [4.7767, -4.0322, 3.1859], [-0.0374, -0.4319, 3.4694], [-4.4253, -0.4461, -0.1107], [3.4326, -1.5058, 3.3229], [3.7874, 0.1146, -1.6260], [-5.5483, -1.7210, 3.7547], [0.8940, 3.0972, 1.7076], [2.8059, 0.8654, -5.2902], [2.3667, 0.3622, 3.3880], [-2.2217, 2.9069, -3.2976], [0.5189, -1.5579, 4.7357], [-2.4998, -0.9950, -0.8926], [3.5158, 0.3152, -2.6618], [-0.6262, -3.5542, 0.8070], [-5.5150, -3.5502, 2.6278], [-5.5988, -0.8177, -2.2331], [-4.5363, -0.9902, -2.1733], [-2.1708, 1.1363, 3.7986], [-3.7520, 1.8412, 4.1342], [-0.1104, -5.6138, 0.5801], [-3.3567, -0.9916, 2.2808], [2.5708, -1.5285, 0.7383], [-0.1821, -1.4267, 3.9147], [-2.4680, -1.6168, -3.2013], [-1.1904, -1.4620, 4.3334], [-3.1921, 1.2442, 3.4197], [-0.1745, 4.2187, -1.9514], [3.6959, 3.4809, -1.2670], [3.0266, 4.7364, 2.3052], [5.4235, 4.7361, -1.2339], [1.0969, -3.7632, 4.2299], [-0.1047, 2.8450, -2.1514], [2.5380, 1.0845, -6.3133], [0.6228, 4.7376, -1.4306], [2.2150, -0.5123, 1.5297], [4.9854, 5.5645, 1.0576], [-1.7755, -1.3797, -2.0160], [-5.0493, -2.5933, 2.8011], [-0.0374, -2.5290, 2.9102], [-3.8703, -0.7753, -0.9809], [-3.8355, -1.4344, -3.2830], [-1.1117, -3.4861, -0.1585], [-6.4107, -2.0024, 4.3378], [3.5785, -3.3998, 0.5269], [-1.6207, -0.6553, 1.0487], [2.2350, -1.4714, -0.2932], [4.5670, 4.3823, -0.6826], [0.6090, -3.7071, 3.2682], [-3.5337, -2.9028, 1.3161], [-3.8391, -0.0945, 3.2205], [-1.1414, 2.1901, -2.8145], [-3.1216, 4.8414, -3.4776], [0.1537, -1.0467, -2.8743], [3.2263, 4.3839, 1.3038], [0.6288, 0.9714, 0.9722], [0.1458, -1.1212, -1.0933], [1.3562, 1.7759, -1.4286], [-0.2842, -1.5460, -2.0074], [-1.0959, 1.1153, -2.9607], [2.6588, -0.4975, 2.7907], [4.3153, -0.1291, -3.7006], [-1.3103, 5.9981, -2.2729], [-3.1501, 1.7954, 2.4750]],
  "forces_ev_per_angstrom": [[-0.3299, 0.2452, 0.2098], [-0.1627, 0.2880, -0.3108], [0.1065, -0.0274, -0.0311], [0.0350, -0.0487, 0.0251], [0.0217, 0.0646, 0.0994], [0.0770, 0.0565, -0.0213], [0.0399, 0.0472, 0.1025], [-0.0004, 0.0071, -0.0702], [0.1251, -0.0918, 0.0528], [0.0746, -0.0331, -0.0834], [-0.0489, 0.0145, -0.0191], [-0.0335, 0.0839, 0.0692], [-0.1251, 0.1154, -0.0519], [0.2032, 0.1315, 0.0839], [0.0358, -0.0097, -0.1384], [-0.0569, 0.0031, -0.0763], [0.1900, -0.1049, 0.2933], [0.0322, -0.1185, -0.0458], [-0.2076, -0.1247, 0.4176], [-0.0381, -0.0544, -0.0465], [0.0448, -0.0969, 0.0269], [0.1746, -0.0873, -0.1998], [-0.2855, -0.0345, 0.0490], [-0.0009, 0.0105, 0.0571], [0.0299, 0.0019, -0.0024], [0.0261, -0.0342, -0.1273], [-0.3020, 0.4156, -0.1860], [-0.0042, -0.0641, 0.1882], [-0.0492, -0.0223, -0.0386], [0.2002, -0.3015, -0.1505], [0.0904, 0.0119, -0.1738], [0.0015, -0.0106, -0.0110], [-0.0576, -1.0335, -0.2591], [0.0356, -0.0211, 0.0198], [0.0808, -0.1154, 0.0034], [-0.0204, -0.0191, -0.0109], [0.0447, 0.1437, 0.0372], [0.3043, 0.2407, 0.4394], [-0.1049, 0.0425, 0.3354], [-0.0893, 0.0905, -0.2209], [-0.0614, -0.0988, 0.0103], [-0.1273, 0.0100, 0.0124], [-0.0564, 0.0181, 0.0069], [-0.0230, 0.0250, 0.0195], [0.0338, 0.0911, 0.0175], [0.0685, -0.1122, -0.1240], [0.4638, 0.4666, -0.1699], [-0.1425, -0.0618, -0.3456], [-0.0763, -0.0032, -0.0206], [0.0584, 0.0025, 0.0868], [-0.0298, 0.1293, 0.0444], [0.0005, 0.0363, -0.0069], [0.4020, -0.0183, 0.1535], [-0.1709, -0.1555, -0.3197], [0.0292, 0.0200, 0.0717], [0.0882, 0.0181, -0.0632], [0.0230, -0.0438, 0.1632], [-0.0161, -0.2526, 0.1311], [-0.0406, 0.0031, -0.0412], [-0.0378, -0.0112, -0.0054], [-0.8740, 0.9928, -0.1315], [0.0953, 0.0388, 0.0516], [0.1457, -0.0647, -0.0086], [0.0041, -0.0392, -0.0006], [0.0537, 0.0576, 0.0459], [-0.1405, 0.0508, 0.2452], [0.0498, 0.0061, 0.0166], [-0.0303, -0.1126, -0.0467], [-0.0968, -0.0130, 0.0721], [0.0316, -0.0668, -0.1520], [0.0654, -0.6684, -0.1381], [-0.0151, -0.1497, 0.1047], [0.0075, 0.0723, 0.0602], [-0.0799, 0.0642, 0.0067], [-0.0500, -0.0861, 0.0167], [0.0217, 0.1068, -0.0072], [0.2141, -0.2866, 0.0607], [-0.1043, 0.0527, -0.0605], [0.1156, 0.0220, 0.0820], [-0.0943, -0.0428, 0.0116], [0.5152, -0.2039, -0.5391], [0.0982, -0.1214, -0.1687], [-0.1632, 0.3669, 0.2619], [-0.0672, 0.0409, -0.0013], [-0.0900, 0.0197, -0.0263], [-0.0639, 0.2538, 0.2640], [0.0102, -0.0209, 0.0579], [0.0034, 0.0673, -0.0058], [-0.0043, 0.0401, 0.0731]],
  "lowdin_charge": [-0.086, -0.331, 0.105, 0.115, 0.123, -0.019, 0.109, -0.049, 0.096, 0.117, -0.049, 0.122, -0.653, -0.413, 0.126, 0.119, -0.065, -0.056, -0.377, 0.113, 0.118, -0.120, -0.644, -0.051, -0.051, -0.043, 0.854, 0.025, 0.100, -0.066, 0.100, -0.041, 0.662, -0.050, 0.126, -0.058, 0.093, -0.300, -0.124, -0.118, 0.117, 0.117, -0.054, 0.073, 0.090, 0.115, -0.313, -0.116, -0.061, -0.033, 0.098, -0.053, -0.083, -0.082, 0.109, 0.118, 0.123, -0.366, 0.118, 0.108, -0.022, 0.120, -0.330, -0.052, -0.318, -0.115, -0.043, 0.094, 0.118, 0.120, 1.577, 0.106, -0.048, -0.041, 0.106, -0.308, -0.117, 0.116, 0.081, -0.107, 0.248, -0.008, 1.312, -0.076, 0.088, -0.122, -0.058, 0.117, 0.081],
  "charge": 2,
  "spin_multiplicity": 1
}

no.,E_HOMO (eV)
1,-1.38
2,-13.59